Molecular formula: C33H69IN2O2S
Method: DFT, ωB97M-V with the def2-TZVPD basis set

CARTESIAN COORDINATES (ANGSTROEM)
1 C -0.72 8.06 0.88
2 C 0.50 7.84 -0.02
3 C 0.57 6.42 -0.63
4 C 0.40 6.39 -2.16
5 C 1.28 5.37 -2.89
6 C 0.52 4.34 -3.75
7 C 1.30 3.06 -3.96
8 C 0.72 2.16 -5.08
9 C -0.09 0.93 -4.63
10 C 0.70 -0.37 -4.82
11 C 1.90 -0.45 -3.88
12 C 2.23 -1.88 -3.39
13 C 2.77 -1.90 -1.95
14 C 2.28 -3.10 -1.10
15 C 1.02 -2.86 -0.25
16 C -0.11 -2.45 -1.19
17 C 1.36 -1.62 0.70
18 O 1.03 -1.87 2.01
19 C 1.78 -1.16 2.98
20 C 2.48 -2.12 3.93
21 C 3.20 -3.24 3.21
22 C 3.38 -1.38 4.92
23 C 3.88 -2.35 6.00
24 C 2.66 -0.19 5.57
25 O 0.75 -0.46 0.16
26 C -0.50 -0.12 0.64
27 S -0.30 1.25 1.89
28 N -1.29 0.28 -0.52
29 C -2.68 0.61 -0.17
30 C -3.61 0.16 -1.29
31 N 0.66 -4.01 0.62
32 I 1.65 -5.79 0.27
33 C -0.77 -4.31 0.72
34 C -1.55 -3.33 1.57
35 C -2.81 -4.03 2.12
36 C -3.85 -3.04 2.66
37 C -4.98 -2.74 1.66
38 C -4.79 -1.41 0.90
39 C -5.26 -1.52 -0.55
40 H -0.97 9.11 0.95
41 H -1.60 7.54 0.50
42 H -0.53 7.72 1.89
43 H 0.53 8.60 -0.79
44 H 1.39 7.99 0.59
45 H -0.24 5.86 -0.18
46 H 1.50 5.96 -0.34
47 H 0.64 7.39 -2.52
48 H -0.65 6.24 -2.40
49 H 1.95 4.88 -2.20
50 H 1.92 5.94 -3.56
51 H 0.30 4.81 -4.71
52 H -0.43 4.14 -3.27
53 H 2.35 3.28 -4.19
54 H 1.29 2.50 -3.03
55 H 0.14 2.78 -5.75
56 H 1.57 1.80 -5.65
57 H -1.03 0.87 -5.18
58 H -0.36 1.03 -3.58
59 H 1.02 -0.38 -5.87
60 H 0.02 -1.21 -4.69
61 H 2.77 -0.08 -4.40
62 H 1.70 0.18 -3.02
63 H 1.32 -2.47 -3.43
64 H 2.92 -2.35 -4.07
65 H 3.85 -2.03 -2.02
66 H 2.62 -0.94 -1.48
67 H 3.10 -3.38 -0.46
68 H 2.07 -3.90 -1.80
69 H -1.03 -2.22 -0.67
70 H 0.13 -1.58 -1.78
71 H -0.34 -3.28 -1.86
72 H 2.43 -1.45 0.65
73 H 2.47 -0.44 2.54
74 H 1.08 -0.57 3.56
75 H 1.69 -2.58 4.52
76 H 4.15 -2.93 2.78
77 H 2.54 -3.67 2.46
78 H 3.42 -4.04 3.91
79 H 4.25 -1.00 4.38
80 H 3.20 -3.18 6.14
81 H 4.88 -2.72 5.80
82 H 3.93 -1.84 6.96
83 H 2.61 0.63 4.86
84 H 1.63 -0.44 5.82
85 H 3.19 0.17 6.44
86 H -1.03 -0.96 1.08
87 H -1.37 1.02 2.65
88 H -0.84 1.14 -0.83
89 H -2.80 1.68 -0.04
90 H -2.97 0.10 0.74
91 H -3.46 -0.90 -1.47
92 H -4.64 0.29 -0.97
93 H -3.43 0.72 -2.19
94 H -1.27 -4.48 -0.24
95 H -0.85 -5.26 1.23
96 H -0.96 -3.02 2.43
97 H -1.91 -2.47 1.00
98 H -3.22 -4.66 1.34
99 H -2.47 -4.70 2.91
100 H -4.31 -3.50 3.53
101 H -3.38 -2.12 2.99
102 H -5.93 -2.73 2.19
103 H -5.05 -3.55 0.94
104 H -5.36 -0.65 1.44
105 H -3.73 -1.18 0.94
106 H -6.18 -2.08 -0.58
107 H -4.51 -2.06 -1.12
108 H -5.43 -0.54 -0.99

Calculated values
Charge: 0
M: 684.9 Da
Energy: -61347.3405 eV
Orbital gap: 0.3098 Ha
E_HOMO: -0.3021 hartree

Here are the Löwdin charges for atoms 1 to 2, given in e: -0.1185 -0.2592